Record 1
Below is a 2-piece molecular cluster, C51H49N4O overall, with properties calculated with the ωB97M-V functional and the def2-TZVPD basis.

```
105
Properties=species:S:1:pos:R:3:forces:R:3
C 2.38659 -2.35440 2.88129 0.655 0.282 -0.065
N 0.98631 -2.71588 2.85833 -1.635 1.865 -0.429
C -0.06222 -1.87277 2.67786 1.548 -0.933 0.181
C -1.27770 -2.58824 2.78726 -1.276 -0.224 -0.007
C -2.54410 -2.02332 2.67007 1.405 -0.277 1.117
C -3.74949 -2.80862 2.79230 -1.288 -0.860 -0.170
C -3.93650 -3.95429 1.97734 0.209 0.292 0.180
C -5.05306 -4.77006 2.13060 -0.018 0.048 0.247
C -6.00109 -4.49327 3.12681 0.404 0.336 -0.121
C -5.83715 -3.35634 3.93263 0.070 -0.165 -0.025
C -4.74818 -2.50526 3.75656 0.517 0.136 -0.492
C -0.89211 -3.97156 3.13036 0.635 -0.087 0.053
C -1.56737 -5.10308 3.56546 -0.054 -0.545 -0.113
C -0.84963 -6.29146 3.79168 -0.051 0.413 -0.029
C 0.54788 -6.32709 3.68808 -0.066 0.564 -0.147
C 1.25394 -5.15514 3.37497 -0.085 -0.252 0.079
C 0.51981 -4.00757 3.10770 -0.780 -0.702 0.259
H 2.95922 -3.27312 3.02195 0.014 0.361 -0.119
H 2.68633 -1.86119 1.94970 -0.117 -0.234 0.109
H 2.60934 -1.66940 3.70781 -0.185 -0.213 -0.080
H 0.05208 -0.81052 2.49405 0.228 -0.099 -0.060
H -2.60770 -0.93554 2.66163 -0.061 -0.209 -0.080
H -3.16820 -4.19866 1.23578 -0.371 0.079 0.219
H -5.15849 -5.65849 1.50797 -0.018 0.296 0.100
H -6.85774 -5.15796 3.26821 0.320 0.292 -0.032
H -6.55667 -3.14729 4.72314 0.147 0.008 -0.241
H -4.61186 -1.61563 4.37937 -0.191 -0.349 -0.147
H -2.64452 -5.05652 3.70928 0.309 -0.282 -0.081
H -1.39141 -7.20347 4.04375 0.148 0.314 0.053
H 1.08849 -7.25498 3.87789 -0.159 0.308 -0.079
H 2.34111 -5.13707 3.34645 -0.255 -0.188 0.043
C 3.75968 0.84830 -6.29144 0.073 0.024 -0.271
C 3.15886 1.11052 -4.94106 0.010 -0.040 0.136
C 3.21942 0.13252 -3.95458 -0.124 0.233 0.214
C 2.63840 0.32088 -2.69754 -0.050 -0.174 -0.340
C 2.76113 -0.82325 -1.73558 0.161 -0.466 0.293
C 1.99845 1.53861 -2.42749 0.419 -0.266 -0.887
N 1.35965 1.75065 -1.17364 -0.535 0.272 1.475
C 2.00805 1.77133 0.06334 -1.350 0.405 -0.251
C 3.43155 1.54214 0.29385 1.162 -0.184 0.589
C 3.75962 0.81410 1.46353 0.044 -0.105 -0.714
C 5.05109 0.31591 1.63294 0.030 0.272 -0.136
C 6.05223 0.63024 0.70115 -0.250 0.071 -0.058
C 5.76745 1.48615 -0.37439 -0.052 -0.166 0.356
C 4.47120 1.96468 -0.56968 -0.600 -0.327 0.226
N 1.14423 1.98017 1.02580 0.264 -0.396 -0.684
N -0.08483 2.14646 0.41619 1.308 -0.639 0.011
C -1.14963 2.62677 1.24317 -1.029 0.182 0.341
C -0.90465 3.80194 1.97447 -0.591 -0.160 -0.371
C 0.42411 4.48129 2.02054 0.581 0.436 0.303
C -1.98572 4.40748 2.61560 0.006 -0.302 -0.104
C -3.28183 3.90390 2.49942 0.301 0.004 -0.019
C -4.41236 4.63996 3.14271 -0.238 0.110 0.140
C -3.48548 2.70351 1.82086 0.460 -0.052 0.233
C -2.41906 2.00465 1.25218 0.368 0.736 0.156
C -2.71569 0.66001 0.68241 -0.382 -0.382 -0.430
C 0.01505 1.97045 -0.91554 0.594 0.088 0.153
C -1.12300 2.18700 -1.82346 -1.515 -1.305 -3.368
O -2.15675 2.70975 -1.34729 0.816 0.981 0.171
C -1.08171 1.70191 -3.23945 0.577 0.674 2.912
C -1.70961 2.50842 -4.31804 -0.559 0.033 -0.327
C -0.68028 0.35521 -3.46343 0.675 -0.617 -0.503
C -0.56121 -0.55656 -2.37827 0.018 -0.028 -0.214
C -0.16712 -1.87573 -2.57697 0.188 0.132 -0.316
C 0.12375 -2.34362 -3.86294 -0.008 -0.153 0.280
C -0.00028 -1.47419 -4.95523 -0.087 0.220 0.037
C -0.40782 -0.15908 -4.77875 0.052 0.115 0.621
C 1.99488 2.56735 -3.37092 -0.056 -0.044 -0.441
C 1.39248 3.91513 -3.11639 -0.021 0.549 -0.245
C 2.54601 2.32375 -4.63439 0.005 -0.053 0.260
H 3.64918 1.71905 -6.94242 0.058 -0.112 0.049
H 4.82781 0.61017 -6.21178 -0.199 0.075 0.005
H 3.27840 -0.00326 -6.78816 0.028 0.138 0.146
H 3.71635 -0.81871 -4.16317 -0.170 0.267 0.048
H 2.00119 -0.82797 -0.94994 0.039 0.090 -0.080
H 2.67081 -1.77162 -2.28305 -0.094 0.288 0.137
H 3.75259 -0.83999 -1.25805 -0.184 0.166 -0.040
H 2.96668 0.61049 2.19086 0.314 -0.023 -0.338
H 5.27106 -0.33142 2.48569 0.027 0.311 -0.227
H 7.05934 0.22050 0.82528 -0.398 0.180 -0.065
H 6.55866 1.75810 -1.07617 -0.270 -0.014 0.271
H 4.25022 2.64871 -1.39361 0.076 -0.403 0.182
H 0.40881 5.21298 2.83309 0.047 -0.039 -0.120
H 1.24597 3.78326 2.20501 -0.256 0.346 0.006
H 0.65527 5.04391 1.10383 -0.149 -0.247 0.064
H -1.80139 5.31939 3.18957 -0.126 -0.246 -0.192
H -5.37247 4.23451 2.82357 -0.007 0.091 0.022
H -4.35512 4.55568 4.23237 -0.028 0.003 -0.075
H -4.37659 5.70621 2.90059 -0.051 -0.143 -0.006
H -4.48868 2.27741 1.72737 0.298 0.172 0.152
H -3.65975 0.31215 1.11935 0.155 -0.050 -0.075
H -2.87731 0.67716 -0.40117 0.204 0.091 0.148
H -1.95532 -0.09054 0.91405 0.153 0.156 -0.203
H -2.09573 1.83920 -5.10443 -0.049 0.360 0.240
H -2.54240 3.11739 -3.93368 0.287 -0.175 -0.116
H -0.99259 3.18773 -4.81533 -0.142 -0.139 0.127
H -0.79887 -0.20105 -1.36869 -0.132 -0.379 -0.443
H -0.07259 -2.53267 -1.71038 -0.050 0.034 -0.250
H 0.42743 -3.38417 -4.01376 -0.130 0.393 0.029
H 0.23889 -1.82811 -5.96049 -0.111 0.059 0.288
H -0.47924 0.51870 -5.63619 0.058 -0.334 0.334
H 1.85646 4.63649 -3.80256 -0.132 -0.123 0.208
H 0.31479 3.92088 -3.32612 0.268 -0.019 0.211
H 1.55931 4.29306 -2.10261 -0.081 -0.179 -0.027
H 2.49262 3.11590 -5.38680 0.079 -0.249 0.243
```
Forces are in eV/Å.

Summary:
ΔE to the lowest compared entry with this formula, charge and spin = 7.0 kcal/mol
strongest force on any atom = 3.917 eV Å⁻¹
charge = +1
highest occupied orbital energy = -7.629 eV
LUMO energy = -4.9 eV

These are the Löwdin partial charges, in e, on atoms 1 to 99: C 0.020; N -0.035; C 0.092; C -0.106; C 0.104; C -0.216; C -0.046; C -0.059; C -0.044; C -0.058; C -0.004; C -0.087; C 0.003; C -0.042; C -0.047; C 0.010; C -0.157; H 0.087; H 0.094; H 0.115; H 0.153; H 0.115; H 0.134; H 0.117; H 0.118; H 0.114; H 0.125; H 0.110; H 0.116; H 0.117; H 0.110; C -0.042; C -0.256; C 0.002; C -0.187; C -0.038; C -0.156; N 0.149; C -0.187; C -0.151; C -0.046; C -0.080; C -0.067; C -0.056; C -0.010; N 0.174; N 0.056; C -0.109; C -0.185; C -0.043; C 0.002; C -0.255; C -0.048; C 0.005; C -0.199; C -0.045; C -0.058; C -0.340; O -0.003; C -0.197; C -0.058; C -0.195; C -0.052; C -0.121; C -0.110; C -0.092; C -0.025; C -0.192; C -0.019; C 0.014; H 0.078; H 0.087; H 0.086; H 0.133; H 0.069; H 0.085; H 0.086; H 0.099; H 0.105; H 0.111; H 0.115; H 0.126; H 0.081; H 0.062; H 0.096; H 0.126; H 0.078; H 0.088; H 0.088; H 0.126; H 0.081; H 0.094; H 0.053; H 0.078; H 0.089; H 0.077; H 0.089; H 0.097; H 0.098

=====

Record 2
Below is a 2-piece molecular cluster, C2H5N overall, with properties calculated with the ωB97M-V functional and the def2-TZVPD basis.

```
8
Properties=species:S:1:pos:R:3:forces:R:3
C 0.60531 0.12825 0.12641 2.196 4.529 -0.417
C -0.69464 -0.54009 0.04112 -1.667 -0.803 -3.717
N 1.76743 -0.27141 -0.19649 -1.921 -0.301 0.568
H 0.33781 1.71814 0.31192 0.686 -3.856 -0.142
H -0.62830 -1.54713 -0.51970 0.018 1.166 1.585
H -1.31988 0.04603 -0.73391 1.348 -0.397 0.587
H -1.47588 -0.44688 0.77847 0.652 -0.453 1.197
H 2.61968 0.30871 -0.25042 -1.312 0.113 0.340
```
Forces are in eV/Å.

Summary:
ΔE to the lowest compared entry with this formula, charge and spin = 53.9 kcal/mol
strongest force on any atom = 5.051 eV Å⁻¹
charge = 0
highest occupied orbital energy = -9.152 eV
LUMO energy = 1.1 eV

Let us look at the Löwdin charges, expressed in e, one per atom: C -0.372; C -0.164; N 0.055; H 0.160; H 0.106; H 0.094; H 0.058; H 0.062

=====

Record 3
Below is one molecule with the formula C4H9NO2, with properties calculated with the ωB97M-V functional and the def2-TZVPD basis.

```
16
Properties=species:S:1:pos:R:3:forces:R:3
C -0.81364 -1.07956 -2.57086 -0.855 1.676 -0.979
C -0.68250 -0.99164 -1.05205 1.685 -1.329 -0.809
O -0.95028 -1.89312 -0.28828 -0.402 -0.197 -0.007
N -0.08068 0.14756 -0.62312 1.430 0.869 0.671
C 0.69413 0.17300 0.64428 -3.067 0.583 0.012
C 0.34005 1.51363 1.41206 0.149 -0.575 -0.376
O 1.30319 1.72639 2.42304 0.849 -1.428 0.670
H -1.71383 -1.60710 -2.86250 0.059 -0.484 0.099
H -1.06274 -0.03431 -2.77608 -0.254 0.181 -0.528
H -0.01186 -1.24468 -3.35840 -0.331 -0.389 1.869
H 0.06469 0.91867 -1.24439 0.081 -0.071 -0.444
H 0.17261 -0.71872 1.08855 1.154 0.855 0.612
H 1.78645 0.04885 0.57831 -0.387 0.038 -0.458
H -0.68584 1.51325 1.79521 0.045 -0.738 0.391
H 0.27545 2.45239 0.82468 0.768 -0.675 -0.433
H 1.73544 0.84725 2.64191 -0.924 1.684 -0.289
```
Forces are in eV/Å.

Summary:
ΔE to the lowest compared entry with this formula, charge and spin = 43.7 kcal/mol
strongest force on any atom = 3.122 eV Å⁻¹
charge = 0
highest occupied orbital energy = -9.761 eV
LUMO energy = 0.8 eV
SMILES = CC(=O)NCCO

Let us look at the Löwdin charges, expressed in e, one per atom: C -0.008; C -0.544; O 0.054; N 0.028; C -0.124; C -0.255; O -0.098; H 0.073; H 0.062; H 0.108; H 0.124; H 0.125; H 0.122; H 0.109; H 0.114; H 0.110

=====

Record 4
Below is a 7-piece molecular cluster, C13H21F3N4O17 overall, with properties calculated with the ωB97M-V functional and the def2-TZVPD basis.

```
58
Properties=species:S:1:pos:R:3:forces:R:3
O 22.62459 -21.19960 -5.52465 -0.069 -0.014 0.231
C 22.82542 -20.04966 -5.72313 0.715 0.239 0.325
O 23.83091 -19.30703 -5.16324 -0.880 -0.017 -0.529
C 23.62928 -17.94535 -5.60301 1.018 0.158 0.747
C 22.76828 -18.07554 -6.81484 -0.574 0.158 -0.395
F 23.46800 -18.19095 -7.99471 0.097 -0.079 0.375
O 22.09626 -19.27104 -6.55841 -0.310 -0.289 -0.417
H 23.11563 -17.38021 -4.82397 -0.110 -0.101 0.017
H 24.60881 -17.50336 -5.77027 -0.066 -0.013 -0.227
H 22.03362 -17.28451 -6.96223 0.077 -0.042 0.095
O 21.49087 -17.44836 -2.67219 -0.133 -0.303 0.261
C 22.02576 -18.32762 -2.07435 0.516 1.154 -0.293
O 22.13985 -19.58462 -2.51561 -0.355 -0.734 -0.584
C 23.16730 -20.23885 -1.82054 1.015 -0.078 2.009
C 23.27416 -19.41844 -0.51253 -1.471 0.317 -1.235
F 24.52563 -19.24138 -0.09542 0.385 0.113 0.202
O 22.69338 -18.16442 -0.90805 0.229 -0.252 0.253
H 22.94530 -21.24927 -1.47690 -0.395 -0.145 -0.848
H 24.12506 -20.19579 -2.33938 -0.138 -0.024 -0.284
H 22.62212 -19.81427 0.26521 0.429 -0.069 0.399
O 16.19967 -25.73929 2.95996 0.275 -0.009 0.360
C 16.05326 -25.25225 1.89748 -0.726 -0.905 -0.084
O 16.70391 -24.18992 1.41425 1.008 1.047 0.189
C 16.43227 -24.08888 0.01567 -1.356 -0.260 0.247
C 14.99489 -24.60098 0.05493 0.461 -1.125 -0.770
F 14.56508 -25.06133 -1.15100 0.207 -0.160 0.187
O 15.15609 -25.70289 0.96453 -0.493 0.910 -0.161
H 16.45816 -23.07262 -0.36250 0.551 0.058 0.226
H 17.08636 -24.80504 -0.47830 -0.114 0.284 -0.525
H 14.22628 -23.90973 0.40010 0.183 0.120 0.295
C 20.33020 -27.02882 -2.15742 0.326 0.228 -0.473
N 20.30020 -28.32354 -2.89456 -0.421 -0.095 0.802
O 19.93448 -29.29340 -2.26871 0.044 -0.276 0.014
O 20.57735 -28.31086 -4.06799 0.242 0.103 -0.501
H 20.32704 -27.18346 -1.08541 -0.156 -0.195 -0.045
H 19.44908 -26.49651 -2.50806 0.019 0.118 0.163
H 21.22869 -26.51932 -2.49756 -0.077 0.118 0.044
C 20.13181 -24.88697 1.64067 0.083 -1.341 0.383
N 19.86166 -26.30236 2.10130 -0.388 0.347 -0.387
O 19.85766 -26.55267 3.27745 0.113 -0.044 0.260
O 19.63482 -27.09856 1.20540 0.017 -0.103 0.113
H 20.47398 -24.34658 2.51353 0.044 0.240 -0.152
H 19.18690 -24.54297 1.23839 0.089 0.242 -0.054
H 20.87156 -25.06531 0.86882 0.042 0.666 -0.082
C 20.21349 -22.14071 -2.84037 -1.545 0.525 0.132
N 20.10280 -23.11463 -1.71830 1.024 -0.214 -0.138
O 21.04453 -23.16876 -0.94399 -0.135 0.174 -0.035
O 19.12988 -23.83505 -1.64508 -0.219 0.183 -0.039
H 21.11669 -22.26579 -3.42378 0.071 -0.201 0.102
H 20.12091 -21.13912 -2.42725 0.609 -0.046 0.282
H 19.27834 -22.21790 -3.38836 0.335 -0.437 -0.436
C 16.35391 -19.13274 -3.54756 -0.103 -0.888 -1.479
N 17.81284 -18.81570 -3.43958 -1.284 0.365 0.927
O 18.58056 -19.75248 -3.51326 0.261 0.184 -0.191
O 18.08039 -17.65657 -3.22725 0.512 -0.178 -0.246
H 15.69599 -18.36837 -3.16100 0.353 0.136 0.410
H 16.18331 -20.14666 -3.19608 0.074 0.213 0.504
H 16.16306 -19.22180 -4.62303 0.094 0.239 0.057
```
Forces are in eV/Å.

Summary:
ΔE to the lowest compared entry with this formula, charge and spin = 0.0 kcal/mol
strongest force on any atom = 2.252 eV Å⁻¹
charge = 0
highest occupied orbital energy = -10.839 eV
LUMO energy = -0.6 eV
SMILES = O=C1OC[C@@H](F)O1.O=C1OC[C@@H](F)O1.O=C1OC[C@@H](F)O1.C[N+](=O)[O-].C[N+](=O)[O-].C[N+](=O)[O-].C[N+](=O)[O-]

Let us look at the Löwdin charges, expressed in e, one per atom: O 0.174; C -0.537; O 0.062; C -0.045; C -0.302; F 0.060; O 0.140; H 0.131; H 0.146; H 0.173; O 0.168; C -0.559; O 0.050; C -0.057; C -0.297; F 0.105; O 0.135; H 0.126; H 0.145; H 0.169; O 0.200; C -0.573; O 0.050; C -0.052; C -0.289; F 0.067; O 0.127; H 0.139; H 0.132; H 0.173; C 0.040; N -0.463; O 0.074; O 0.063; H 0.068; H 0.095; H 0.097; C 0.061; N -0.443; O 0.090; O 0.037; H 0.098; H 0.073; H 0.081; C 0.051; N -0.409; O 0.051; O 0.054; H 0.102; H 0.075; H 0.092; C 0.046; N -0.434; O 0.049; O 0.097; H 0.095; H 0.092; H 0.105